Record 1
{"formula": "C18H21NO2PS", "method": "wB97M-V/def2-TZVPD", "e_homo_ev": -11.4, "total_charge": 1, "symbols": ["S", "P", "O", "O", "N", "C", "C", "C", "C", "C", "C", "C", "C", "C", "C", "C", "C", "C", "C", "C", "C", "C", "C", "H", "H", "H", "H", "H", "H", "H", "H", "H", "H", "H", "H", "H", "H", "H", "H", "H", "H", "H", "H", "H"], "positions_angstrom": [[1.164, -4.154, -4.092], [-0.333, -2.768, -4.691], [2.518, 2.154, 1.264], [-1.879, 2.138, 4.292], [1.836, -3.590, -2.583], [-1.484, -0.047, 2.604], [-1.974, -3.285, -3.965], [-0.601, 1.028, 2.667], [-1.237, -1.093, 1.729], [-1.968, -3.741, -2.474], [-0.255, -0.682, -2.746], [-0.894, 2.160, 3.584], [0.038, 3.313, 3.609], [1.790, 5.469, 3.708], [-0.253, 4.409, 4.416], [-0.109, -1.069, 0.914], [0.538, 1.043, 1.863], [1.505, 2.168, 1.936], [0.618, 5.486, 4.460], [0.137, -1.015, -4.227], [0.779, -0.007, 0.983], [1.202, 3.306, 2.837], [2.082, 4.383, 2.898], [2.990, 4.374, 2.310], [-2.362, -0.063, 3.234], [2.473, 6.308, 3.751], [-2.299, -4.147, -4.556], [1.080, -3.699, -1.913], [1.220, -0.907, -4.352], [-1.421, -3.071, -1.803], [2.183, -4.057, -5.012], [-1.927, -1.927, 1.678], [0.015, 0.341, -2.481], [-0.388, -0.297, -4.864], [2.629, -4.169, -2.320], [-1.538, -4.742, -2.357], [0.079, -1.883, 0.225], [-3.008, -3.730, -2.128], [0.190, -1.420, -2.076], [1.658, 0.008, 0.351], [0.387, 6.340, 5.083], [-1.160, 4.422, 5.005], [-1.338, -0.825, -2.654], [-2.683, -2.464, -4.108]]}

***

Record 2
{"formula": "C29H50AuBClIN7O", "method": "wB97M-V/def2-TZVPD", "multiplicity": 3, "e_homo_ev": [-11.3, -11.6], "s2": 2.0147, "total_charge": 1, "symbols": ["Au", "I", "Cl", "O", "N", "N", "N", "N", "N", "N", "N", "C", "C", "C", "C", "C", "C", "C", "C", "C", "C", "C", "C", "C", "C", "C", "C", "C", "C", "C", "C", "C", "C", "C", "C", "C", "C", "C", "C", "C", "B", "H", "H", "H", "H", "H", "H", "H", "H", "H", "H", "H", "H", "H", "H", "H", "H", "H", "H", "H", "H", "H", "H", "H", "H", "H", "H", "H", "H", "H", "H", "H", "H", "H", "H", "H", "H", "H", "H", "H", "H", "H", "H", "H", "H", "H", "H", "H", "H", "H", "H"], "positions_angstrom": [[1.225, -15.450, 10.676], [-1.427, -17.591, 18.355], [0.573, -17.419, 11.583], [-1.184, -17.306, 15.186], [-0.273, -12.939, 10.613], [-1.247, -19.421, 14.379], [2.241, -12.837, 11.033], [0.663, -13.671, 12.895], [1.902, -14.314, 13.182], [-0.583, -14.294, 10.361], [2.350, -13.861, 10.123], [-1.926, -15.558, 8.570], [-1.609, -13.052, 8.778], [3.046, -15.688, 14.842], [-1.335, -14.341, 9.250], [3.656, -14.108, 9.856], [0.903, -10.714, 8.759], [-0.113, -13.821, 13.939], [4.390, -13.222, 10.580], [-2.478, -14.415, 14.018], [-1.475, -13.335, 14.327], [3.875, -11.275, 12.241], [-2.360, -16.618, 9.555], [-0.862, -12.237, 9.661], [-1.475, -19.081, 16.780], [-0.536, -10.773, 9.330], [-1.296, -18.508, 15.369], [3.347, -15.240, 7.679], [-1.002, -16.134, 7.477], [4.143, -15.618, 13.755], [4.017, -16.549, 9.859], [4.048, -15.227, 9.027], [3.877, -11.545, 13.720], [1.848, -14.967, 14.309], [3.497, -12.440, 11.308], [-1.767, -11.982, 13.594], [-0.700, -9.682, 10.432], [3.079, -10.031, 12.011], [0.525, -14.745, 14.816], [3.419, -15.094, 16.224], [0.756, -12.616, 11.698], [4.127, -15.252, 6.881], [-1.459, -17.031, 10.034], [-3.417, -14.237, 14.617], [4.577, -17.354, 9.389], [3.745, -14.039, 16.095], [-2.737, -11.592, 13.911], [0.617, -11.564, 12.153], [-1.529, -16.980, 7.000], [-0.154, -8.750, 10.117], [-1.399, -13.143, 15.422], [-1.310, -20.423, 14.607], [4.914, -11.040, 11.948], [3.889, -15.992, 12.798], [-0.018, -15.282, 15.571], [-1.030, -11.208, 13.793], [-2.917, -16.139, 10.352], [2.557, -15.226, 16.846], [2.769, -16.742, 14.855], [-2.838, -15.139, 8.056], [-1.049, -19.141, 13.441], [-2.973, -17.452, 9.104], [-1.821, -12.034, 12.572], [-0.868, -15.381, 6.752], [0.942, -11.366, 7.883], [-2.489, -19.441, 16.721], [-1.734, -9.453, 10.720], [3.155, -9.761, 10.995], [-0.140, -9.964, 11.289], [4.525, -14.642, 13.615], [-0.721, -19.821, 16.969], [2.953, -16.898, 10.012], [2.640, -16.068, 7.576], [2.865, -11.782, 13.998], [5.445, -13.019, 10.490], [4.084, -10.677, 14.271], [5.113, -15.185, 8.800], [2.075, -10.254, 12.325], [1.724, -11.032, 9.513], [4.916, -16.293, 14.130], [2.771, -14.317, 7.453], [-2.732, -14.415, 12.939], [3.516, -9.196, 12.589], [1.118, -9.697, 8.491], [-0.068, -16.473, 7.959], [-2.154, -12.713, 7.886], [4.274, -15.649, 16.665], [-2.238, -15.431, 14.442], [-1.147, -10.528, 8.487], [4.376, -16.332, 10.867], [4.568, -12.367, 14.052]]}

***

Record 3
{"formula": "C4H10O2S", "method": "wB97M-V/def2-TZVPD", "smiles": "CC(=O)O.CSC", "e_above_lowest_kcal_mol": 0.0, "e_homo_ev": -9.0, "total_charge": 0, "symbols": ["S", "O", "O", "C", "C", "C", "C", "H", "H", "H", "H", "H", "H", "H", "H", "H", "H"], "positions_angstrom": [[0.024, -2.124, 0.157], [0.575, 1.842, 0.121], [-1.053, 0.748, -0.941], [-1.322, 3.071, -0.704], [0.077, -1.427, 1.825], [-0.478, 1.856, -0.461], [1.769, -1.957, -0.264], [1.911, -2.445, -1.223], [0.746, -2.026, 2.439], [-0.457, -0.006, -0.737], [-0.926, -1.463, 2.229], [-2.270, 2.946, -0.185], [-1.555, 3.139, -1.767], [2.080, -0.916, -0.327], [-0.799, 3.954, -0.366], [2.385, -2.449, 0.483], [0.410, -0.390, 1.792]]}

***

Record 4
{"formula": "C24H51Br14Cl2O4P2", "method": "wB97M-V/def2-TZVPD", "e_homo_ev": -11.2, "total_charge": 1, "symbols": ["Br", "Br", "Br", "Br", "Br", "Br", "Br", "Br", "Br", "Br", "Br", "Br", "Br", "Br", "Cl", "Cl", "P", "P", "O", "O", "O", "O", "C", "C", "C", "C", "C", "C", "C", "C", "C", "C", "C", "C", "C", "C", "C", "C", "C", "C", "C", "C", "C", "C", "C", "C", "H", "H", "H", "H", "H", "H", "H", "H", "H", "H", "H", "H", "H", "H", "H", "H", "H", "H", "H", "H", "H", "H", "H", "H", "H", "H", "H", "H", "H", "H", "H", "H", "H", "H", "H", "H", "H", "H", "H", "H", "H", "H", "H", "H", "H", "H", "H", "H", "H", "H", "H"], "positions_angstrom": [[1.095, -1.733, -6.295], [1.759, 0.133, -3.184], [5.467, 0.337, 2.719], [6.091, -2.032, -5.386], [-10.097, 2.116, 5.634], [1.549, -0.592, -10.080], [4.985, -3.205, -8.670], [0.685, -4.126, -9.518], [-6.788, 0.815, 6.613], [-0.661, 6.976, 1.384], [2.412, -0.078, 7.861], [3.016, -3.484, 6.641], [4.713, -0.317, -0.859], [-3.739, 8.748, 0.412], [2.568, 1.891, 1.648], [0.657, 2.317, 4.315], [-0.209, 0.765, 1.606], [-1.701, 2.353, -0.595], [-2.878, 2.588, 0.440], [-2.038, 1.398, -1.632], [-5.152, -0.351, 2.702], [-1.454, 3.782, -1.272], [-3.914, -2.219, 1.691], [3.504, -2.676, 8.345], [-2.170, 8.313, -0.651], [-0.603, -0.901, 1.033], [5.497, -3.806, -5.932], [2.424, -1.757, 8.847], [-7.792, 0.548, 4.964], [5.997, -4.153, -7.307], [6.431, -0.184, 0.050], [1.458, 0.799, 3.856], [0.638, -1.847, -11.254], [-2.018, -0.972, 0.386], [2.931, -1.053, -4.203], [6.379, -0.801, 1.421], [-8.518, 1.798, 4.546], [0.811, -0.413, 4.524], [-4.053, 0.367, 3.178], [-0.290, -2.749, -10.487], [1.496, 0.650, 2.337], [-2.721, -2.300, 0.713], [2.730, -0.880, -5.683], [-4.894, -1.051, 1.492], [-0.147, 1.986, 0.279], [-1.630, 6.952, -0.305], [1.432, -2.185, 8.751], [7.381, -0.932, 1.821], [-4.486, -3.131, 1.544], [-7.053, 0.269, 4.216], [-8.462, -0.287, 5.139], [-4.380, 0.898, 4.069], [-1.040, 1.141, 2.663], [-4.595, -0.370, 0.693], [0.621, 1.719, -0.441], [-3.008, -2.837, -0.184], [4.412, -3.807, -5.877], [-0.901, 6.633, -1.046], [-3.208, -0.262, 3.482], [4.450, -2.168, 8.192], [7.043, -3.900, -7.450], [2.677, 0.162, -5.984], [-8.884, 1.699, 3.527], [0.174, 2.919, 0.750], [2.494, 0.843, 4.178], [-2.572, -0.098, 0.709], [5.861, -1.755, 1.423], [-7.899, 2.686, 4.624], [-3.688, 1.117, 2.468], [-0.946, -3.285, -11.169], [-1.243, 3.566, -2.195], [-2.506, 8.334, -1.685], [-5.852, -1.460, 1.190], [6.702, 0.866, 0.068], [7.129, -0.728, -0.583], [2.603, -1.484, 9.884], [-2.612, 3.138, 1.196], [1.078, -1.332, 4.007], [1.409, -2.394, -11.786], [3.529, -1.372, -6.230], [5.898, -4.488, -5.186], [1.918, -0.310, 2.053], [-0.541, -1.590, 1.874], [-1.982, -2.939, 1.197], [5.846, -5.210, -7.509], [1.205, -0.489, 5.532], [3.940, -0.777, -3.913], [-1.448, 9.105, -0.488], [0.078, -1.233, -11.955], [0.193, -1.160, 0.335], [3.645, -3.508, 9.032], [-1.856, -0.934, -0.683], [-2.404, 6.199, -0.216], [-3.549, -2.273, 2.712], [-0.268, -0.278, 4.549], [-0.886, -2.212, -9.757], [2.723, -2.063, -3.866]]}

***

Record 5
{"formula": "C5H13NO2", "method": "wB97M-V/def2-TZVPD", "smiles": "C=C([O-])[NH2+]O.CCC", "e_above_lowest_kcal_mol": 86.4, "e_homo_ev": -8.5, "total_charge": 0, "symbols": ["O", "O", "N", "C", "C", "C", "C", "C", "H", "H", "H", "H", "H", "H", "H", "H", "H", "H", "H", "H", "H"], "positions_angstrom": [[-1.987, 0.052, -1.743], [-1.022, 2.054, -0.599], [-1.607, 1.233, 0.356], [2.196, 0.317, -0.999], [-2.209, -0.217, -0.592], [1.473, -0.770, -0.211], [-2.501, -1.128, 0.323], [1.524, -0.506, 1.291], [2.162, 0.100, -2.065], [-2.361, 1.719, 0.837], [-0.903, 0.760, 0.974], [3.239, 0.386, -0.694], [-1.220, 1.567, -1.456], [-2.933, -2.056, -0.009], [0.929, -1.237, 1.836], [1.935, -1.738, -0.419], [0.433, -0.827, -0.541], [-2.573, -0.924, 1.373], [1.730, 1.288, -0.836], [1.148, 0.493, 1.519], [2.548, -0.566, 1.656]]}

***

Record 6
{"formula": "C47H30CaCl2N9O6", "method": "wB97M-V/def2-TZVPD", "e_above_lowest_kcal_mol": 64.8, "e_homo_ev": -4.0, "total_charge": -1, "symbols": ["Ca", "Cl", "Cl", "O", "O", "O", "O", "O", "O", "N", "N", "N", "N", "N", "N", "N", "N", "N", "C", "C", "C", "C", "C", "C", "C", "C", "C", "C", "C", "C", "C", "C", "C", "C", "C", "C", "C", "C", "C", "C", "C", "C", "C", "C", "C", "C", "C", "C", "C", "C", "C", "C", "C", "C", "C", "C", "C", "C", "C", "C", "C", "C", "C", "C", "C", "H", "H", "H", "H", "H", "H", "H", "H", "H", "H", "H", "H", "H", "H", "H", "H", "H", "H", "H", "H", "H", "H", "H", "H", "H", "H", "H", "H", "H", "H"], "positions_angstrom": [[-0.232, 0.311, -0.988], [-5.002, 1.623, -6.078], [-2.291, 2.766, -7.278], [-2.266, 2.734, 6.734], [-0.830, 1.179, 6.967], [1.197, 1.977, -0.093], [-4.404, -0.688, -2.060], [0.794, 3.583, -3.535], [-0.206, -1.351, -2.130], [-0.089, -0.178, 1.973], [-2.336, 0.362, -1.850], [-1.475, 1.750, 0.637], [1.655, -0.680, -0.288], [-0.018, 1.523, -2.866], [2.680, 0.722, -2.735], [1.919, -1.935, -0.268], [-1.512, 1.898, 6.261], [-2.519, -2.037, 0.153], [2.467, 0.083, 0.561], [-2.370, 0.935, -3.113], [-2.243, 2.611, -0.005], [2.376, 2.012, -2.806], [3.344, 3.013, -2.707], [4.964, 1.307, -2.329], [0.912, -1.027, 3.953], [-1.204, 2.078, -4.910], [-3.525, 0.992, -3.912], [4.172, 0.288, 2.279], [-1.450, 1.778, 4.819], [-1.179, 1.546, -3.611], [-3.525, 1.570, -5.165], [0.073, -2.520, -1.804], [4.654, 2.655, -2.443], [-0.703, 0.768, 2.700], [-3.176, 3.483, 2.005], [0.277, -0.085, 4.721], [-3.512, -2.341, 2.310], [-0.617, 0.823, 4.117], [-3.375, -0.385, -1.440], [-2.347, 2.093, -5.679], [-2.639, -2.703, 1.300], [3.848, 1.622, 2.454], [-4.252, -0.568, 0.899], [-2.281, 2.606, 4.125], [2.859, 2.200, 1.667], [1.544, -4.231, -0.711], [-4.325, -1.231, 2.109], [3.489, -0.464, 1.340], [2.174, 1.460, 0.714], [3.945, 0.386, -2.511], [-3.322, -0.995, -0.052], [-0.423, -4.903, -2.025], [-3.138, 3.476, 0.640], [0.654, -1.071, 2.585], [2.182, -6.940, -0.291], [-1.513, 1.729, 1.977], [0.984, 3.377, -0.046], [1.185, -2.841, -0.930], [-2.323, 2.615, 2.717], [-0.724, -3.623, -2.306], [2.669, -4.606, 0.045], [0.733, -5.256, -1.246], [2.987, -5.930, 0.244], [0.949, 2.429, -3.104], [1.065, -6.599, -1.016], [4.149, -0.681, -2.471], [-2.920, 3.280, 4.677], [0.572, 3.687, 0.920], [0.276, 3.614, -0.835], [-3.841, 4.138, 2.556], [-4.435, 0.562, -3.530], [0.444, -0.046, 5.781], [-4.900, 0.269, 0.669], [5.421, 3.412, -2.333], [2.613, 3.241, 1.827], [2.435, -7.980, -0.129], [3.041, 4.041, -2.850], [-5.013, -0.902, 2.879], [3.862, -6.194, 0.825], [4.936, -0.174, 2.891], [-3.546, -2.900, 3.238], [3.722, -1.509, 1.199], [4.363, 2.226, 3.189], [-0.296, 2.500, -5.314], [3.286, -3.825, 0.468], [-1.582, -3.348, -2.907], [0.417, -7.370, -1.417], [1.074, -1.857, 1.966], [5.973, 0.983, -2.109], [-2.151, 2.627, -1.085], [-3.773, 4.125, 0.052], [-1.999, -3.574, 1.407], [1.912, 3.920, -0.237], [-1.049, -5.707, -2.397], [1.603, -1.732, 4.395]]}

***

Record 7
{"formula": "C31H45BN9O6S3Tl", "method": "wB97M-V/def2-TZVPD", "e_above_lowest_kcal_mol": 0.0, "e_homo_ev": -7.3, "total_charge": 0, "symbols": ["Tl", "S", "S", "S", "O", "O", "O", "O", "O", "O", "N", "N", "N", "N", "N", "N", "N", "N", "N", "C", "C", "C", "C", "C", "C", "C", "C", "C", "C", "C", "C", "C", "C", "C", "C", "C", "C", "C", "C", "C", "C", "C", "C", "C", "C", "C", "C", "C", "C", "C", "B", "H", "H", "H", "H", "H", "H", "H", "H", "H", "H", "H", "H", "H", "H", "H", "H", "H", "H", "H", "H", "H", "H", "H", "H", "H", "H", "H", "H", "H", "H", "H", "H", "H", "H", "H", "H", "H", "H", "H", "H", "H", "H", "H", "H", "H"], "positions_angstrom": [[-1.960, -1.164, 0.096], [0.427, -2.733, -2.263], [0.416, 1.927, -0.782], [2.040, -1.261, 1.616], [-2.180, 1.183, -1.183], [-3.228, 0.420, 4.203], [-3.048, -0.279, -2.526], [-0.001, 3.011, 1.839], [-0.083, 1.139, 0.591], [-1.893, 1.370, -3.322], [1.594, -0.339, -2.424], [-2.061, 0.138, 2.227], [-2.392, 0.765, -2.371], [2.957, -1.719, -0.763], [4.123, 0.665, -0.303], [1.947, 0.853, -3.031], [-4.338, -0.911, 1.109], [2.835, 0.808, -0.540], [3.594, -2.319, -1.792], [4.818, 1.714, 0.084], [5.746, -5.273, -2.343], [-1.047, -1.695, -4.750], [0.449, 0.286, -4.785], [5.092, -3.941, -2.714], [1.948, 2.373, -4.896], [4.510, -3.793, -0.174], [3.010, -2.078, 0.543], [-1.067, 1.049, 2.756], [7.021, 2.677, 0.845], [4.195, 2.959, 0.240], [6.314, 1.465, 0.244], [0.726, -1.282, -2.970], [2.163, 1.951, -0.431], [0.768, 3.315, -5.173], [1.449, 1.128, -4.179], [6.873, 1.188, -1.164], [-3.067, -0.069, 3.075], [4.116, -4.160, -3.876], [2.860, 3.111, -0.054], [2.175, 4.438, 0.046], [0.060, -0.858, -4.199], [3.885, -3.181, 0.856], [2.582, 1.920, -6.220], [4.047, -3.603, 2.280], [-0.356, 1.875, 1.724], [6.531, 0.234, 1.134], [6.178, -2.941, -3.142], [-4.130, -1.041, 2.562], [4.346, -3.334, -1.525], [2.997, 3.112, -4.066], [2.273, -0.482, -1.160], [-0.041, 0.614, -5.694], [-1.467, -1.232, -5.640], [0.314, 3.656, -4.240], [1.850, 4.773, -0.942], [4.675, -4.490, 2.353], [6.216, -5.699, -3.232], [6.427, 0.284, -1.582], [3.346, -4.889, -3.608], [-1.492, 1.743, 3.479], [6.525, -5.152, -1.587], [3.866, 2.479, -3.872], [7.956, 1.056, -1.113], [1.847, 1.457, -6.882], [3.325, 4.000, -4.611], [-4.651, 0.025, 0.875], [6.742, -3.340, -3.989], [4.495, -2.792, 2.859], [1.117, 4.188, -5.728], [4.758, 3.809, 0.599], [7.599, 0.023, 1.210], [-5.031, -0.876, 3.153], [5.723, -1.994, -3.439], [-0.261, 0.505, 3.278], [5.010, -5.994, -1.978], [-0.010, 2.831, -5.766], [6.030, -0.640, 0.715], [-1.828, -1.800, -3.995], [3.075, -3.800, 2.732], [5.146, -4.646, 0.025], [2.847, 5.184, 0.466], [6.660, 2.020, -1.841], [-3.779, -2.057, 2.765], [4.660, -4.535, -4.746], [6.636, 2.916, 1.841], [3.386, 1.202, -6.042], [-0.694, -2.700, -4.983], [-5.042, -1.560, 0.781], [3.615, -3.230, -4.144], [3.002, 2.784, -6.738], [8.085, 2.459, 0.941], [2.587, 3.428, -3.103], [6.138, 0.403, 2.140], [6.924, 3.562, 0.211], [6.879, -2.747, -2.325], [1.285, 4.348, 0.666]]}